Computed, not measured: a cluster of 2 separate species, Cl3O3P in total, with wB97M-V/def2-TZVPD.

The relative energy (zero: lowest compared OMol25 entry of this formula, charge and spin) comes out at 391.04 kJ/mol. Its total charge is 0. The lowest unoccupied orbital energy (spin up / spin down) comes out at -3.2 / -3.2 eV.

CARTESIAN COORDINATES (ANGSTROEM)
O1 -0.714 1.842 -0.520
O2 2.053 -0.334 -0.800
O3 -0.939 0.160 1.318
P1 -0.520 0.444 -0.225
Cl1 2.367 -1.779 -0.177
Cl2 -1.297 -1.341 2.035
Cl3 -1.459 -0.898 -1.356

Atomic forces in eV per Å
O 0.25 0.52 -0.24
O -2.57 1.22 0.46
O 0.34 -0.31 -0.17
P 1.29 -1.29 0.17
Cl 0.12 -0.60 0.21
Cl 0.28 0.47 -0.60
Cl 0.29 -0.01 0.17

***

Computed, not measured: a structure of composition Cl4F2O16Sr, with wB97M-V/def2-TZVPD.

The relative energy (zero: lowest compared OMol25 entry of this formula, charge and spin) comes out at 0.00 kJ/mol. Its total charge is -4. The lowest unoccupied orbital energy comes out at 9.1 eV.

CARTESIAN COORDINATES (ANGSTROEM)
Sr1 22.396 -3.292 10.353
F1 20.222 -2.183 11.566
F2 21.416 -2.029 8.419
Cl1 19.114 -5.307 8.662
O1 19.295 -6.773 8.611
O2 17.727 -5.069 9.113
O3 20.104 -4.751 9.564
O4 19.270 -4.798 7.369
Cl2 26.415 -4.197 11.561
O5 27.262 -3.188 10.941
O6 25.061 -3.716 11.571
O7 26.585 -5.465 10.913
O8 26.845 -4.373 12.941
Cl3 23.353 -7.377 10.382
O9 23.829 -7.557 11.714
O10 22.092 -7.965 10.242
O11 23.345 -5.915 10.149
O12 24.283 -7.946 9.466
Cl4 24.352 -0.189 11.794
O13 25.427 -0.319 10.841
O14 24.173 1.245 11.989
O15 23.165 -0.846 11.375
O16 24.688 -0.718 13.073

Atomic forces in eV per Å
Sr -2.17 1.35 -0.45
F 1.03 -0.66 0.04
F 1.10 -0.64 0.55
Cl -0.63 -2.55 2.23
O -0.13 0.94 0.12
O 1.17 0.26 0.04
O -0.81 -0.17 -0.25
O 0.25 1.20 -2.29
Cl 1.57 0.55 1.20
O -0.21 -0.47 -0.15
O -0.77 -0.23 -0.53
O -0.44 0.00 -0.69
O -0.08 0.17 0.08
Cl 2.03 2.86 0.64
O 0.21 -0.55 1.16
O -2.13 -0.67 -0.48
O -0.83 -0.79 -0.24
O 0.61 -0.76 -1.05
Cl 1.62 1.62 0.84
O -0.23 -0.62 -0.15
O -0.91 0.22 -0.38
O -1.05 -0.34 -1.18
O 0.81 -0.70 0.93

***

- Which of these has the lowest total charge?
  Cl4F2O16Sr